Entry 1:
ORCA calculation (ωB97M-V/def2-TZVPD) on a 3-piece molecular cluster, C4H12NO4S overall in a non-equilibrium geometry.

## Properties
orbital gap (alpha / beta)	10.4821 / 7.0154	eV
electronic energy	-913.452897	Eh
LUMO energy (alpha / beta)	0.3 / -3.0	eV
multiplicity	2

Atoms and positions in Å:
O1 -2.576 2.501 -1.733
C1 -1.767 2.196 -0.891
N1 -1.624 0.926 -0.423
C2 -0.501 0.416 0.380
C3 -0.594 1.030 1.779
S1 0.837 0.877 2.826
C4 -0.568 -1.117 0.395
O2 0.529 -1.681 -0.317
H1 -1.094 2.929 -0.417
H2 -2.278 0.259 -0.803
H3 0.405 0.691 -0.112
H4 -1.498 0.697 2.279
H5 -0.677 2.094 1.663
H6 1.403 -1.446 0.009
H7 -1.423 -1.576 -0.096
H8 -0.549 -1.496 1.419
H9 0.047 -1.807 -3.033
H10 1.278 -2.667 -2.809
O3 0.644 -2.402 -3.480
H11 3.358 -0.906 0.903
H12 2.989 0.484 1.477
O4 3.659 -0.001 0.983

Entry 2:
ORCA calculation (ωB97M-V/def2-TZVPD) on a 4-piece molecular cluster, C4H12NO6 overall in a non-equilibrium geometry.

## Properties
orbital gap (alpha / beta)	10.7628 / 6.6227	eV
electronic energy	-665.696045	Eh
LUMO energy (alpha / beta)	-0.4 / -4.4	eV
multiplicity	2

Atoms and positions in Å:
O1 -3.060 -1.743 -0.562
C1 -2.171 -1.285 -1.226
C2 -1.081 -0.451 -0.598
C3 -0.418 0.385 -1.724
N1 -0.170 -1.149 0.292
C4 0.959 -0.402 0.821
O2 0.805 0.782 1.013
O3 1.975 -1.165 0.695
H1 -2.173 -1.429 -2.352
H2 -1.642 0.369 -0.010
H3 0.520 -0.025 -2.049
H4 -0.994 0.631 -2.593
H5 -0.083 1.250 -1.133
H6 0.129 -2.103 -0.038
H7 -3.633 0.659 1.820
H8 -2.718 1.865 1.899
O4 -3.678 1.621 1.805
H9 3.182 2.128 -0.596
H10 2.665 1.842 -2.041
O5 2.744 2.522 -1.355
H11 2.896 -2.183 2.777
H12 2.858 -0.850 2.146
O6 3.088 -1.269 3.008

Entry 3:
ORCA calculation (ωB97M-V/def2-TZVPD) on a 2-piece molecular cluster, C4H12NOP overall in a non-equilibrium geometry.

## Properties
orbital gap	9.1375	eV
electronic energy	-630.881289	Eh
LUMO energy	0.9	eV
multiplicity	1
structure (SMILES)	CP(C)O.C=NC

Atoms and positions in Å:
C1 0.729 -0.704 -2.200
P1 -0.736 -0.038 -1.249
C2 -1.610 0.740 -2.611
O1 -0.019 1.293 -0.617
H1 0.518 -1.506 -2.855
H2 1.087 0.131 -2.781
H3 1.498 -0.818 -1.510
H4 -1.013 1.615 -3.209
H5 -1.577 -0.113 -3.347
H6 -2.653 0.998 -2.276
H7 -0.200 1.473 0.311
C3 -0.352 0.536 2.822
N1 0.262 -0.221 2.057
C4 1.121 -1.110 2.684
H8 -0.400 0.403 3.898
H9 -0.910 1.255 2.290
H10 0.868 -1.220 3.867
H11 1.108 -2.059 2.185
H12 2.278 -0.655 2.542

Entry 4:
ORCA calculation (ωB97M-V/def2-TZVPD) on a 2-piece molecular cluster, C4H12NOP overall in a non-equilibrium geometry.

## Properties
orbital gap (alpha / beta)	7.8793 / 8.2126	eV
electronic energy	-630.786311	Eh
LUMO energy (alpha / beta)	0.9 / -1.4	eV
multiplicity	3

Atoms and positions in Å:
C1 2.187 0.760 -2.191
C2 -2.238 -1.109 0.260
C3 -0.666 -0.058 2.953
C4 0.842 0.740 -1.410
N1 1.197 0.037 -0.147
O1 -1.858 1.516 1.112
P1 -1.203 0.212 1.131
H1 2.019 0.957 -3.290
H2 3.066 1.450 -1.798
H3 2.722 -0.221 -2.163
H4 -2.416 -0.755 -0.775
H5 -1.620 -2.017 0.533
H6 -3.292 -1.310 0.707
H7 -0.210 0.876 3.064
H8 -1.373 -0.449 3.630
H9 0.102 -0.916 3.034
H10 0.504 1.699 -1.143
H11 0.157 0.289 -2.062
H12 1.678 0.500 0.624

Entry 5:
ORCA calculation (ωB97M-V/def2-TZVPD) on a 2-piece molecular cluster, C4H12NOS overall.

## Properties
orbital gap	6.4941	eV
electronic energy	-687.805184	Eh
charge	-1
LUMO energy	3.6	eV
multiplicity	1

Atoms and positions in Å:
C1 0.702 0.643 -2.944
C2 1.637 1.473 -2.056
S1 0.816 2.442 -0.746
H1 0.031 1.288 -3.516
H2 0.094 -0.011 -2.317
H3 1.289 0.043 -3.649
H4 2.195 2.158 -2.701
H5 2.347 0.769 -1.610
C3 -1.920 -1.639 2.394
N1 -0.546 -1.194 2.353
C4 -0.346 -0.090 1.434
O1 0.996 -0.065 1.062
H6 -2.562 -0.815 2.704
H7 -2.005 -2.438 3.133
H8 -2.286 -2.018 1.427
H9 0.093 -1.938 2.110
H10 -1.004 -0.218 0.553
H11 -0.601 0.867 1.906
H12 1.071 0.747 0.464

Entry 6:
ORCA calculation (ωB97M-V/def2-TZVPD) on a 3-piece molecular cluster, C4H12NOS overall in a non-equilibrium geometry.

## Properties
orbital gap (alpha / beta)	8.2801 / 6.2140	eV
electronic energy	-687.551682	Eh
LUMO energy (alpha / beta)	-0.7 / -2.7	eV
multiplicity	2

Atoms and positions in Å:
C1 0.870 -0.015 0.429
C2 2.124 0.864 0.760
S1 3.614 0.444 0.011
C3 -0.513 0.710 0.626
N1 -1.789 0.039 0.247
C4 -1.994 0.351 -1.181
H1 0.896 -0.399 -0.585
H2 0.852 -0.920 1.074
H3 2.229 0.840 1.852
H4 1.992 1.904 0.476
H5 -0.714 1.072 1.626
H6 -0.446 1.709 0.155
H7 2.752 -1.231 -0.596
H8 -2.584 -0.402 -1.689
H9 -1.007 0.204 -1.654
H10 -2.349 1.332 -1.474
H11 -1.367 -3.133 0.162
H12 -1.456 -1.036 0.087
O1 -1.111 -2.334 -0.325

Entry 7:
ORCA calculation (ωB97M-V/def2-TZVPD) on a 2-piece molecular cluster, C4H12NOS overall in a non-equilibrium geometry.

## Properties
orbital gap	8.9052	eV
electronic energy	-687.387340	Eh
charge	+1
LUMO energy	-4.5	eV
multiplicity	1

Atoms and positions in Å:
C1 0.764 1.575 -1.120
C2 -0.287 -1.993 -0.325
C3 0.338 0.063 -1.344
C4 1.410 -0.511 0.561
N1 0.109 -0.601 -0.041
O1 -1.700 0.894 1.506
S1 1.665 0.195 2.014
H1 0.503 1.884 -2.214
H2 0.086 1.992 -0.330
H3 1.801 1.541 -0.768
H4 0.268 -2.265 -1.205
H5 -0.033 -2.669 0.608
H6 -1.363 -2.052 -0.447
H7 1.078 -0.542 -1.931
H8 -0.671 -0.023 -1.868
H9 -1.972 0.368 2.278
H10 -0.612 -0.278 0.775
H11 -1.810 1.879 1.436
H12 0.425 0.544 2.417

Entry 8:
ORCA calculation (ωB97M-V/def2-TZVPD) on a 2-piece molecular cluster, C4H12NP overall.

## Properties
orbital gap (alpha / beta)	8.3541 / 7.3572	eV
electronic energy	-555.581448	Eh
LUMO energy (alpha / beta)	0.2 / 0.4	eV
multiplicity	1

Atoms and positions in Å:
C1 -1.440 0.838 0.604
C2 -2.831 0.317 0.632
C3 2.323 -0.187 -2.322
C4 1.319 0.607 0.896
N1 -0.377 -1.618 0.434
P1 -0.110 -0.031 -0.118
H1 -1.343 1.918 0.551
H2 -3.446 0.724 -0.174
H3 -3.303 0.617 1.571
H4 -2.831 -0.768 0.569
H5 2.840 0.680 -1.972
H6 2.669 -1.152 -2.020
H7 1.766 -0.114 -3.232
H8 1.554 1.619 0.578
H9 1.077 0.606 1.958
H10 2.185 -0.023 0.703
H11 0.154 -2.304 -0.088
H12 -0.205 -1.731 1.428

Entry 9:
ORCA calculation (ωB97M-V/def2-TZVPD) on C4H12NP as an isolated structure in a non-equilibrium geometry.

## Properties
orbital gap	8.3934	eV
electronic energy	-555.570934	Eh
LUMO energy	0.8	eV
multiplicity	1

Atoms and positions in Å:
C1 0.987 1.207 -0.314
C2 2.595 0.120 -0.103
C3 -1.886 1.176 -0.323
C4 -0.877 -1.528 -0.538
N1 -0.555 0.011 1.711
P1 -0.365 0.228 0.062
H1 1.108 1.429 -1.464
H2 2.982 -0.102 -1.155
H3 2.296 -0.781 0.360
H4 3.312 0.746 0.507
H5 -2.772 0.514 -0.639
H6 -2.124 1.716 0.495
H7 -1.718 1.842 -1.279
H8 0.007 -1.971 -0.753
H9 -1.310 -1.948 0.239
H10 -1.460 -1.354 -1.349
H11 -0.027 -0.699 2.187
H12 -0.020 0.687 2.231

Entry 10:
ORCA calculation (ωB97M-V/def2-TZVPD) on C4H12NS as an isolated structure in a non-equilibrium geometry.

## Properties
orbital gap	10.0684	eV
electronic energy	-612.167726	Eh
charge	+1
LUMO energy	-3.3	eV
multiplicity	1

Atoms and positions in Å:
C1 -0.222 1.291 -2.047
C2 -1.007 -0.104 1.476
C3 -1.453 -1.150 -0.770
C4 -0.073 1.053 -0.702
N1 -0.589 -0.270 -0.009
S1 0.771 2.130 0.624
H1 1.982 -0.524 -2.250
H2 -0.888 0.688 -2.598
H3 0.086 2.171 -2.541
H4 -0.982 -1.161 1.756
H5 -0.295 0.362 2.180
H6 -1.979 0.446 1.428
H7 -2.511 -0.846 -0.756
H8 -1.191 -1.218 -1.805
H9 -1.394 -2.176 -0.441
H10 2.339 0.115 -2.583
H11 0.320 -0.831 -0.041
H12 1.253 3.319 0.026

Entry 11:
ORCA calculation (ωB97M-V/def2-TZVPD) on C4H12NS2 as an isolated structure in a non-equilibrium geometry.

## Properties
orbital gap	4.5200	eV
electronic energy	-1010.198262	Eh
charge	+1
LUMO energy	-7.8	eV
multiplicity	1

Atoms and positions in Å:
N1 0.070 -2.993 -0.010
C1 0.566 -2.040 -0.917
C2 -0.667 -1.023 -1.205
S1 -0.173 0.501 -1.792
S2 0.649 -0.263 1.673
C3 -0.251 2.613 1.431
C4 -0.541 3.220 0.252
H1 1.087 -1.120 2.607
H2 0.681 -3.790 -0.083
H3 0.113 -2.491 0.850
H4 1.340 -1.440 -0.516
H5 0.861 -2.539 -1.851
H6 -1.173 -1.578 -2.011
H7 -1.355 -0.985 -0.335
H8 0.634 2.836 2.016
H9 -0.861 1.939 2.021
H10 -1.472 3.096 -0.222
H11 0.016 4.106 -0.002
H12 0.100 2.130 0.236

Entry 12:
ORCA calculation (ωB97M-V/def2-TZVPD) on a 2-piece molecular cluster, C4H12O overall in a non-equilibrium geometry.

## Properties
orbital gap	11.3194	eV
electronic energy	-234.804299	Eh
LUMO energy	1.0	eV
multiplicity	1
structure (SMILES)	CCO.CC

Atoms and positions in Å:
C1 0.991 0.667 2.792
C2 -0.150 0.198 1.881
O1 0.242 -0.193 0.591
H1 0.575 0.800 3.776
H2 1.431 1.636 2.528
H3 1.830 -0.033 2.760
H4 -0.659 -0.570 2.476
H5 -0.864 1.024 1.780
H6 1.106 0.114 0.388
C3 -1.188 0.018 -2.357
C4 0.038 -0.757 -2.788
H7 -2.094 -0.452 -2.757
H8 -1.413 0.207 -1.305
H9 -1.151 1.053 -2.721
H10 -0.244 -1.791 -3.008
H11 0.779 -0.811 -1.984
H12 0.517 -0.327 -3.661

Entry 13:
ORCA calculation (ωB97M-V/def2-TZVPD) on a 2-piece molecular cluster, C4H12O overall in a non-equilibrium geometry.

## Properties
orbital gap	11.2438	eV
electronic energy	-234.810010	Eh
LUMO energy	0.9	eV
multiplicity	1
structure (SMILES)	CCO.CC

Atoms and positions in Å:
C1 -2.015 0.650 -0.798
C2 -1.495 -0.104 -2.003
O1 -2.007 0.405 -3.228
H1 -1.859 1.741 -0.849
H2 -1.531 0.360 0.126
H3 -3.095 0.498 -0.680
H4 -0.394 -0.067 -1.997
H5 -1.779 -1.154 -1.960
H6 -1.968 1.377 -3.187
C3 2.618 -0.084 1.489
C4 1.447 -0.857 2.155
H7 3.404 -0.729 1.126
H8 2.220 0.523 0.676
H9 2.975 0.667 2.188
H10 1.534 -1.938 2.059
H11 1.427 -0.700 3.233
H12 0.518 -0.588 1.650

Entry 14:
ORCA calculation (ωB97M-V/def2-TZVPD) on a 2-piece molecular cluster, C4H12O overall in a non-equilibrium geometry.

## Properties
orbital gap	11.2511	eV
electronic energy	-234.763262	Eh
LUMO energy	0.9	eV
multiplicity	1
structure (SMILES)	CCC.CO

Atoms and positions in Å:
C1 -1.226 3.016 -0.855
C2 -0.777 2.824 0.634
C3 0.434 1.886 0.833
H1 -1.605 4.111 -1.062
H2 -1.937 2.296 -1.283
H3 -0.273 3.038 -1.487
H4 -1.675 2.650 1.275
H5 -0.408 3.849 1.104
H6 0.824 1.965 1.941
H7 -0.068 0.982 0.814
H8 1.145 1.964 0.000
C4 1.005 -4.789 -0.706
O1 0.495 -4.124 0.494
H9 1.560 -5.739 -0.473
H10 0.115 -5.084 -1.320
H11 1.693 -4.054 -1.217
H12 0.698 -4.791 1.307

Entry 15:
ORCA calculation (ωB97M-V/def2-TZVPD) on a 2-piece molecular cluster, C4H12O overall in a non-equilibrium geometry.

## Properties
orbital gap	11.1737	eV
electronic energy	-234.781035	Eh
LUMO energy	1.0	eV
multiplicity	1
structure (SMILES)	CCC.CO

Atoms and positions in Å:
C1 0.861 2.166 2.219
C2 0.357 0.834 1.664
C3 -0.525 1.156 0.459
H1 1.689 2.642 1.680
H2 1.342 2.238 3.197
H3 0.073 2.924 2.100
H4 1.185 0.170 1.364
H5 -0.221 0.367 2.440
H6 0.029 0.864 -0.437
H7 -1.551 0.757 0.477
H8 -0.824 2.212 0.206
C4 -0.879 -1.648 -2.206
O1 0.272 -2.466 -1.845
H9 -0.654 -1.120 -3.142
H10 -1.648 -2.408 -2.484
H11 -1.130 -1.171 -1.268
H12 0.749 -2.591 -2.670

Entry 16:
ORCA calculation (ωB97M-V/def2-TZVPD) on a 2-piece molecular cluster, C4H12O overall in a non-equilibrium geometry.

## Properties
orbital gap	10.7720	eV
electronic energy	-234.765853	Eh
LUMO energy	1.0	eV
multiplicity	1
structure (SMILES)	CCO.CC

Atoms and positions in Å:
C1 -2.688 0.004 -1.434
C2 -1.255 0.368 -2.022
O1 -0.303 -0.261 -1.298
H1 -2.606 0.240 -0.449
H2 -3.392 0.628 -1.990
H3 -2.937 -1.120 -1.500
H4 -0.803 1.358 -2.169
H5 -1.189 0.166 -3.106
H6 -0.559 -1.038 -0.852
C3 1.743 -0.358 1.170
C4 2.258 0.181 2.530
H7 2.383 0.019 0.467
H8 0.735 0.071 0.964
H9 1.616 -1.471 1.203
H10 2.694 1.233 2.402
H11 1.385 0.421 3.051
H12 2.916 -0.442 3.033

Entry 17:
ORCA calculation (ωB97M-V/def2-TZVPD) on a 2-piece molecular cluster, C4H12O overall in a non-equilibrium geometry.

## Properties
orbital gap	10.9335	eV
electronic energy	-234.781674	Eh
LUMO energy	0.9	eV
multiplicity	1
structure (SMILES)	CCO.CC

Atoms and positions in Å:
C1 -0.036 2.824 -0.446
C2 -0.076 1.308 -0.156
O1 -1.345 1.130 0.371
H1 0.900 3.018 -0.970
H2 -0.127 3.312 0.433
H3 -0.853 3.136 -1.111
H4 0.066 0.635 -0.923
H5 0.667 1.002 0.610
H6 -1.785 0.261 0.172
C3 -0.246 -2.522 0.174
C4 0.916 -1.558 0.390
H7 -0.206 -3.242 -0.701
H8 -0.414 -3.231 1.045
H9 -1.138 -2.007 -0.125
H10 0.580 -0.862 1.166
H11 1.183 -1.034 -0.515
H12 1.914 -2.171 0.585

Entry 18:
ORCA calculation (ωB97M-V/def2-TZVPD) on a 2-piece molecular cluster, C4H12O overall in a non-equilibrium geometry.

## Properties
orbital gap	11.4834	eV
electronic energy	-234.820051	Eh
LUMO energy	0.8	eV
multiplicity	1
structure (SMILES)	CCCC.O

Atoms and positions in Å:
C1 -1.386 0.813 -0.491
C2 -0.680 -0.175 -1.340
C3 0.906 -0.159 -1.165
C4 1.380 -0.538 0.212
H1 -1.025 1.841 -0.662
H2 -1.283 0.578 0.582
H3 -2.454 0.766 -0.761
H4 -1.176 -1.159 -1.238
H5 -0.817 0.163 -2.386
H6 1.248 -0.938 -1.874
H7 1.380 0.796 -1.460
H8 0.865 -1.386 0.694
H9 1.236 0.361 0.834
H10 2.459 -0.763 0.164
O1 -0.075 0.260 2.781
H11 -0.364 -0.584 2.365
H12 -0.214 0.122 3.745

Entry 19:
ORCA calculation (ωB97M-V/def2-TZVPD) on a 2-piece molecular cluster, C4H12O overall in a non-equilibrium geometry.

## Properties
orbital gap (alpha / beta)	12.9065 / 6.2603	eV
electronic energy	-234.428899	Eh
charge	+1
LUMO energy (alpha / beta)	-3.4 / -9.5	eV
multiplicity	2

Atoms and positions in Å:
C1 0.073 -1.547 1.424
C2 1.534 -1.824 1.650
O1 0.105 -0.671 0.210
H1 -0.541 -2.408 1.175
H2 -0.490 -0.955 2.145
H3 1.561 -2.742 2.246
H4 0.183 -1.212 -0.603
H5 2.041 -1.024 2.174
H6 2.071 -2.186 0.771
C3 -0.439 1.666 -0.772
C4 -1.142 1.976 -2.068
H7 -0.564 2.473 -0.045
H8 -0.928 0.754 -0.266
H9 0.607 1.401 -0.920
H10 -0.876 1.331 -2.889
H11 -0.988 3.038 -2.312
H12 -2.208 1.931 -1.919

Entry 20:
ORCA calculation (ωB97M-V/def2-TZVPD) on a 2-piece molecular cluster, C4H12O2 overall in a non-equilibrium geometry.

## Properties
orbital gap	10.4978	eV
electronic energy	-310.031820	Eh
LUMO energy	0.8	eV
multiplicity	1
structure (SMILES)	CCCOC.O

Atoms and positions in Å:
C1 0.000 0.000 0.000
C2 1.180 -1.159 -0.126
C3 2.208 -1.282 1.005
O1 2.935 -0.033 1.291
C4 4.025 -0.122 2.226
H1 -0.574 0.149 -0.930
H2 0.532 0.937 0.239
H3 -0.706 -0.222 0.818
H4 0.715 -2.161 -0.062
H5 1.733 -1.105 -1.084
H6 1.738 -1.686 1.922
H7 2.998 -1.991 0.692
H8 3.571 -0.455 3.174
H9 4.499 0.861 2.389
H10 4.805 -0.845 1.935
O2 5.217 6.037 2.151
H11 5.940 5.376 2.240
H12 5.093 6.394 3.059